1.
Below is C34H36IrN6O2S2 as an isolated structure, with properties calculated with ωB97M-V with the def2-TZVPD basis set.

charge = +2
frontier orbital gap (alpha / beta) = 0.286 / 0.193 Eh
energy above the lowest of the compared OMol25 structures with the same formula, charge and spin = 3.5 kcal/mol
multiplicity = 2

Last column: Mulliken charge in e.
Positions of all 81 atoms, in Å:
Ir 0.371 -0.377 -0.062  1.58
O -2.789 1.856 1.128  -0.57
C -1.882 1.076 1.019  -0.17
N -0.661 1.292 0.395  1.12
C -0.029 2.498 0.153  0.10
O -0.351 3.577 0.570  -0.59
C 1.221 2.294 -0.688  0.11
C 1.928 3.385 -1.135  -0.57
C 3.006 3.184 -1.990  -0.66
C 3.313 1.892 -2.380  -0.85
C 2.571 0.835 -1.880  0.00
N 1.559 1.026 -1.034  0.11
C -1.999 -0.354 1.521  0.59
C -2.993 -0.716 2.403  -0.97
C -3.070 -2.041 2.815  -0.79
C -2.165 -2.963 2.314  -0.90
C -1.189 -2.538 1.428  -0.41
N -1.111 -1.259 1.050  0.39
H 1.609 4.367 -0.812  0.59
H 3.584 4.023 -2.354  0.48
H 4.129 1.687 -3.058  0.50
H 2.793 -0.189 -2.148  0.46
H -3.681 0.043 2.749  0.65
H -3.833 -2.351 3.517  0.53
H -2.199 -4.003 2.606  0.53
H -0.453 -3.208 1.004  0.54
S 2.899 -1.458 3.474  -0.31
C 1.820 -0.241 4.068  0.22
C 1.696 0.168 5.392  -0.69
C 0.829 1.202 5.670  -0.69
C 0.139 1.835 4.633  -1.11
C 0.270 1.432 3.318  -0.22
C 1.096 0.341 3.020  0.23
N 1.413 -0.230 1.764  0.04
C 2.339 -1.170 1.893  0.28
C 2.698 -1.980 0.750  1.79
C 3.796 -2.840 0.718  -0.72
C 4.023 -3.596 -0.412  -1.01
C 3.152 -3.493 -1.493  -0.78
C 2.073 -2.619 -1.465  -0.25
C 1.816 -1.842 -0.332  -0.82
H 2.273 -0.306 6.174  0.45
H 0.705 1.543 6.688  0.43
H -0.495 2.682 4.854  0.49
H -0.227 2.015 2.564  0.55
H 4.470 -2.909 1.564  0.48
H 4.872 -4.263 -0.458  0.43
H 3.317 -4.104 -2.370  0.50
H 1.432 -2.578 -2.336  0.40
C -2.692 3.658 -1.795  -0.88
C -1.717 3.830 -2.954  0.04
C -1.904 2.852 -4.113  -1.14
C -1.470 1.418 -3.846  -0.31
N -2.410 0.741 -2.936  0.23
C -2.162 -0.237 -2.097  0.06
S -0.560 -0.977 -2.092  -0.58
N -3.101 -0.687 -1.275  0.31
C -4.458 -0.135 -1.161  -1.37
C -5.411 -0.620 -2.247  -0.29
C -6.796 0.000 -2.092  -0.43
C -7.757 -0.465 -3.177  -1.33
H -2.591 4.465 -1.072  0.49
H -2.543 2.728 -1.246  -0.15
H -3.726 3.673 -2.153  0.35
H -0.684 3.755 -2.594  -0.01
H -1.821 4.841 -3.350  0.35
H -1.326 3.193 -4.975  0.44
H -2.949 2.858 -4.445  0.37
H -0.478 1.379 -3.393  0.18
H -1.436 0.852 -4.779  0.35
H -3.374 1.041 -3.015  0.23
H -2.896 -1.560 -0.813  0.31
H -4.374 0.956 -1.140  0.13
H -4.824 -0.419 -0.175  0.63
H -5.481 -1.710 -2.199  0.39
H -5.015 -0.387 -3.242  0.37
H -6.710 1.091 -2.111  0.37
H -7.195 -0.257 -1.106  0.34
H -7.385 -0.207 -4.170  0.33
H -8.735 -0.003 -3.060  0.39
H -7.894 -1.547 -3.143  0.33

=====

2.
Below is C34H36N2NiOP2Se as an isolated structure, with properties calculated with ωB97M-V with the def2-TZVPD basis set.

charge = 0
frontier orbital gap (alpha / beta) = 0.264 / 0.254 Eh
energy above the lowest of the compared OMol25 structures with the same formula, charge and spin = 16.5 kcal/mol
multiplicity = 3

Last column: Mulliken charge in e.
Positions of all 77 atoms, in Å:
Ni -0.911 -0.391 0.163  1.05
C 2.601 -0.809 -2.867  -1.20
N 1.737 -0.993 -1.696  0.27
P 0.122 -1.588 -1.922  0.65
C 0.387 -2.962 -3.092  0.23
C 1.449 -3.853 -2.953  -0.04
C 1.585 -4.907 -3.836  -0.76
C 0.652 -5.088 -4.854  -0.50
C -0.408 -4.209 -4.990  -0.61
C -0.538 -3.139 -4.112  -0.39
C -0.108 -2.623 -0.412  0.51
C 0.962 -3.007 0.406  -0.31
C 0.764 -3.891 1.449  -1.01
C -0.504 -4.414 1.689  -0.67
C -1.564 -4.059 0.878  -0.75
C -1.373 -3.167 -0.174  -0.41
P 1.851 0.070 -0.365  1.11
C 3.615 -0.100 0.076  0.00
C 3.934 -0.885 1.183  -0.34
C 5.258 -1.110 1.531  -0.66
C 6.275 -0.541 0.783  -0.50
C 5.970 0.260 -0.308  -0.76
C 4.648 0.483 -0.659  -0.42
C 1.739 1.748 -1.061  0.85
C 2.292 2.823 -0.366  -0.93
C 2.056 4.124 -0.781  -0.71
C 1.261 4.368 -1.892  -0.59
C 0.697 3.305 -2.581  -0.78
C 0.929 2.003 -2.165  -0.20
H 2.161 -1.273 -3.749  0.52
H 3.574 -1.272 -2.693  0.21
H 2.754 0.250 -3.090  0.37
H 2.166 -3.715 -2.152  0.30
H 2.411 -5.598 -3.732  0.42
H 0.758 -5.918 -5.540  0.39
H -1.133 -4.348 -5.780  0.42
H -1.362 -2.443 -4.217  0.41
H 1.947 -2.613 0.206  0.61
H 1.595 -4.181 2.079  0.46
H -0.657 -5.101 2.511  0.42
H -2.552 -4.463 1.057  0.50
H -2.208 -2.889 -0.805  0.60
H 3.136 -1.300 1.787  0.45
H 5.494 -1.718 2.395  0.42
H 7.309 -0.712 1.056  0.39
H 6.763 0.715 -0.887  0.41
H 4.414 1.118 -1.504  0.39
H 2.907 2.646 0.509  0.49
H 2.489 4.950 -0.232  0.40
H 1.073 5.384 -2.213  0.38
H 0.062 3.487 -3.438  0.45
H 0.458 1.183 -2.696  0.27
C -1.553 2.973 0.816  -1.12
C -1.274 2.012 1.975  1.34
C -2.552 1.746 2.768  -1.45
C -0.181 2.580 2.877  -1.65
O -0.786 0.799 1.460  -0.90
H -1.866 3.954 1.179  0.50
H -2.336 2.563 0.177  0.21
H -0.647 3.099 0.219  0.03
H -2.920 2.665 3.230  0.46
H -2.359 1.016 3.557  0.33
H -3.330 1.349 2.116  0.20
H -0.500 3.515 3.342  0.41
H 0.721 2.773 2.293  0.19
H 0.062 1.864 3.663  0.40
Se -3.022 -0.220 -0.989  -0.35
C -4.235 -0.669 0.404  0.21
C -3.847 -1.268 1.599  -0.19
C -4.811 -1.600 2.539  -0.59
N -6.112 -1.387 2.384  -0.63
C -6.481 -0.808 1.242  -0.38
C -5.604 -0.435 0.240  -0.41
H -2.805 -1.461 1.821  0.44
H -4.508 -2.062 3.474  0.37
H -7.544 -0.628 1.119  0.35
H -5.980 0.035 -0.659  0.38

=====

3.
Below is C34H36N4O6 in the gas phase, with properties calculated with ωB97M-V with the def2-TZVPD basis set.

charge = 0
frontier orbital gap = 0.358 Eh
SMILES string = CC(C)C[C@H](NC(=O)c1[nH]cnc1C(=O)N[C@@H](Cc1ccccc1)C(=O)OCc1ccccc1)C(=O)OCc1ccccc1
energy above the lowest of the compared OMol25 structures with the same formula, charge and spin = 8.3 kcal/mol

Last column: natural (NBO) charge in e.
Positions of all 80 atoms, in Å:
C -4.406 -2.389 -0.268  -0.62
H -4.697 -1.916 0.667  0.21
H -4.583 -1.685 -1.076  0.21
H -5.049 -3.251 -0.429  0.21
C -2.942 -2.821 -0.219  -0.20
C -2.764 -3.962 0.782  -0.60
H -1.727 -4.287 0.815  0.21
H -3.382 -4.813 0.503  0.21
H -3.056 -3.639 1.778  0.20
C -2.013 -1.666 0.168  -0.39
C -2.000 -0.507 -0.837  -0.14
N -0.741 0.200 -0.734  -0.60
C -0.627 1.512 -0.936  0.65
O -1.554 2.267 -1.208  -0.65
C 0.746 2.052 -0.829  0.06
C 2.023 1.546 -0.628  0.00
N 2.925 2.573 -0.660  -0.46
C 2.234 3.658 -0.875  0.19
N 0.918 3.395 -0.989  -0.48
H 0.142 4.020 -1.155  0.45
H 2.655 4.640 -0.955  0.20
C 2.479 0.185 -0.333  0.68
O 1.724 -0.769 -0.151  -0.66
N 3.815 0.065 -0.262  -0.59
C 4.404 -1.119 0.323  -0.14
C 3.698 -1.394 1.660  0.81
O 3.387 -2.477 2.069  -0.58
O 3.520 -0.240 2.295  -0.53
C 2.597 -0.175 3.390  -0.11
C 1.549 0.839 3.012  0.03
C 1.915 2.173 2.882  -0.22
C 0.991 3.113 2.465  -0.22
C -0.307 2.726 2.174  -0.21
C -0.677 1.397 2.299  -0.21
C 0.251 0.454 2.707  -0.23
H -0.030 -0.585 2.787  0.22
H -1.687 1.104 2.058  0.25
H -1.034 3.453 1.846  0.22
H 1.286 4.149 2.367  0.21
H 2.930 2.469 3.102  0.21
H 3.161 0.140 4.274  0.19
H 2.169 -1.167 3.558  0.22
H 4.220 -1.981 -0.329  0.23
C 5.908 -0.917 0.542  -0.44
C 6.601 -0.671 -0.769  0.07
C 6.913 -1.736 -1.605  -0.24
C 7.519 -1.516 -2.828  -0.20
C 7.817 -0.226 -3.234  -0.22
C 7.509 0.841 -2.409  -0.19
C 6.903 0.620 -1.184  -0.26
H 6.677 1.459 -0.541  0.21
H 7.741 1.850 -2.718  0.21
H 8.291 -0.054 -4.189  0.21
H 7.760 -2.353 -3.467  0.21
H 6.683 -2.743 -1.290  0.21
H 6.051 -0.071 1.216  0.22
H 6.307 -1.815 1.019  0.23
H 4.353 0.918 -0.325  0.43
H 0.101 -0.336 -0.486  0.45
C -3.147 0.469 -0.549  0.85
O -3.393 0.906 0.545  -0.64
O -3.872 0.679 -1.640  -0.51
C -4.995 1.562 -1.512  -0.11
C -6.213 0.791 -1.077  0.02
C -6.984 0.119 -2.017  -0.23
C -8.069 -0.641 -1.617  -0.21
C -8.390 -0.738 -0.273  -0.21
C -7.623 -0.073 0.668  -0.20
C -6.538 0.688 0.269  -0.23
H -5.929 1.195 1.002  0.23
H -7.869 -0.149 1.717  0.21
H -9.236 -1.332 0.039  0.21
H -8.664 -1.159 -2.354  0.21
H -6.730 0.190 -3.064  0.21
H -5.130 1.997 -2.504  0.20
H -4.741 2.342 -0.787  0.21
H -2.124 -0.883 -1.863  0.21
H -0.993 -2.049 0.246  0.22
H -2.304 -1.273 1.144  0.22
H -2.651 -3.182 -1.212  0.19

=====

Question: What is the charge in the second record?
Answer: 0

=====

Question: The highest energy above the lowest of the compared OMol25 structures with the same formula, charge and spin belongs to which entry?
Answer: C34H36N2NiOP2Se

=====

Question: Number 2 is which compound?
Answer: C34H36N2NiOP2Se

=====

Question: Which of these has the highest charge?
Answer: C34H36IrN6O2S2